(1)
Entry from OMol25: a structure of composition C3H6N2O3 at a distorted geometry (ωB97M-V/def2-TZVPD).

The geometry in XYZ format:
```
14
Properties=species:S:1:pos:R:3:forces:R:3
H 0.387 0.082 -1.875 -0.3 -0.7 0.8
H 0.187 -2.246 -0.702 1.6 -1.3 -0.4
C -0.522 -1.517 -0.511 -0.8 0.1 0.2
H -1.288 0.221 -1.602 -0.8 0.2 0.2
O -0.358 -0.946 0.785 -0.9 -1.6 2.1
N -0.737 1.424 0.939 -0.2 -1.9 -0.4
H -1.489 -1.926 -0.600 -1.2 -0.7 -0.1
O 1.773 1.674 0.723 1.5 -0.2 0.1
H 0.117 1.980 1.038 -0.7 0.8 1.0
O 2.231 -0.423 0.345 0.8 -0.3 0.0
C -0.160 0.284 0.324 1.0 1.3 -1.5
C -0.413 -0.185 -1.140 1.7 2.4 -1.1
H -1.232 1.073 1.776 0.7 0.8 -0.3
N 1.506 0.505 0.501 -2.3 1.1 -0.5
```
Forces are in eV/Å.

- largest force on an atom (eV/A) = 3.1
- ΔE to the lowest compared entry with this formula, charge and spin (kcal/mol) = 126.79
- total charge = 0
- HOMO (Ha) = -0.3594

=====

(2)
Entry from OMol25: a structure of composition C30H50AlO21 at a distorted geometry (ωB97M-V/def2-TZVPD).

The geometry in XYZ format:
```
102
Properties=species:S:1:pos:R:3:forces:R:3
H -4.424 -4.434 -0.371 -0.1 0.1 -0.3
O 2.656 4.636 8.273 -0.1 0.0 0.0
C -4.921 -4.413 1.742 0.1 0.3 -0.5
O -1.082 8.051 -4.571 0.1 0.1 0.2
H 4.320 -3.307 -5.679 -0.1 0.0 0.1
C -1.251 7.752 -5.704 0.0 0.0 -0.1
H -2.430 -4.473 1.582 0.2 0.1 0.2
C 2.075 -6.286 2.150 -0.3 -0.2 -0.1
C -2.910 8.202 -8.790 -0.1 0.2 0.2
O 2.109 -5.703 -9.433 -0.1 0.0 -0.2
Al -1.460 -1.971 -0.743 0.1 0.8 -0.7
C -0.162 -2.609 1.948 0.6 0.5 0.1
H -0.510 4.454 8.865 0.0 -0.1 -0.2
O 0.950 -1.197 5.299 -0.1 0.1 0.1
H -1.316 -0.877 1.596 -0.1 0.2 0.0
O 3.727 -4.784 1.323 -1.5 -0.1 1.0
O -2.773 -4.761 0.733 -0.1 -0.1 -0.4
C -4.016 -4.061 0.560 0.4 -0.3 1.0
O 2.981 2.664 7.235 0.1 -0.2 -0.1
C 2.790 -4.704 -6.241 0.3 0.2 0.3
H 1.326 -3.090 0.448 0.4 0.3 0.1
H -2.342 2.752 -3.289 0.0 0.0 0.1
O -0.700 3.350 -1.194 0.1 0.1 -0.1
O -1.161 -1.369 4.537 -0.3 0.0 0.1
C -0.774 -3.695 -1.592 0.0 0.5 -0.2
C -0.362 -0.870 5.254 0.2 0.1 0.0
O 1.334 -2.637 -2.105 -0.2 -0.8 -0.2
H 2.229 5.614 10.719 -0.1 -0.1 0.0
H -0.268 4.875 -2.510 0.0 0.0 -0.1
H 0.684 3.755 9.982 0.1 0.1 0.0
H 0.885 6.690 10.282 0.0 0.0 0.0
H 0.607 1.202 7.429 -0.1 -0.2 -0.2
C 0.538 4.194 8.992 -0.2 0.0 -0.1
H -1.496 -3.956 -2.374 -0.2 -0.2 0.0
C 0.486 0.191 7.046 -0.1 0.2 0.0
O 0.943 3.234 8.007 0.1 0.3 0.3
C 1.624 -0.264 6.165 0.2 -0.1 0.1
O 1.666 -6.375 -7.328 0.2 -0.1 0.0
H 2.514 6.979 9.652 -0.1 0.0 0.0
H 1.983 -4.013 -5.987 -0.1 -0.1 0.0
H 1.693 -6.303 -5.240 -0.2 0.0 -0.1
H 1.126 5.955 7.889 0.0 -0.1 0.0
H -0.731 -4.562 -0.935 0.1 -0.2 0.1
H -3.837 7.925 -8.287 0.0 -0.1 0.0
C -1.142 3.732 -4.776 0.2 -0.3 -0.2
O -1.835 8.546 -6.637 0.1 -0.1 0.0
H 2.046 -6.522 3.209 0.1 0.2 0.2
C 2.270 3.438 7.779 -0.1 0.1 0.0
O -0.386 2.188 -3.071 0.1 0.2 0.0
H -4.804 -2.108 0.647 -0.2 0.0 0.1
C -1.719 7.898 -7.918 -0.3 0.0 -0.2
H -5.852 -3.863 1.643 -0.3 -0.1 0.1
C 4.039 -4.340 -5.481 0.2 0.1 -0.2
H 2.420 -1.801 7.441 -0.1 0.0 0.0
C 2.246 -5.578 -8.260 0.0 0.1 0.2
H -5.103 -5.480 1.788 -0.1 -0.2 0.1
H 1.994 0.557 5.548 -0.1 0.1 0.0
H 1.055 -6.361 1.784 -0.2 0.1 0.0
H -1.016 5.848 -8.204 0.1 0.0 0.1
C 1.482 5.342 8.721 0.0 0.2 0.3
H -1.008 -3.189 2.312 -0.2 -0.1 0.0
O 1.914 -3.861 2.313 0.1 -0.4 -0.2
H -3.230 -2.248 1.402 0.1 -0.2 0.2
H 0.287 -2.192 2.841 0.2 0.0 0.3
H 3.198 -6.829 -6.030 0.1 0.1 0.0
H -2.553 5.978 -7.319 -0.1 0.1 -0.1
H -2.965 9.269 -9.007 0.1 0.0 -0.1
H 0.304 -0.498 7.878 0.1 -0.1 0.0
C -1.585 6.452 -7.502 0.2 -0.2 0.0
H 2.653 -7.040 1.637 0.3 -0.1 -0.1
O 3.004 -4.628 -7.668 -0.1 -0.1 0.0
H -1.293 2.940 -5.510 -0.1 0.0 0.0
C 2.352 -6.139 -6.088 -0.2 -0.1 0.0
C -1.096 4.198 -2.275 -0.1 0.0 0.1
C -0.110 2.250 -1.747 -0.3 -0.1 -0.1
O -0.633 0.118 6.153 0.0 -0.1 0.1
H -4.439 -4.081 2.658 0.1 0.0 0.2
H 4.876 -4.969 -5.791 -0.1 -0.1 0.0
O 0.543 1.465 -1.156 0.5 0.1 0.3
O -3.268 -2.064 -0.659 0.8 -0.4 0.4
H 3.881 -4.456 -4.409 -0.1 0.0 0.0
H 3.522 -1.267 6.181 0.0 0.1 0.0
C 0.519 -3.522 -2.304 0.1 0.5 0.3
C 2.646 -4.920 1.885 1.7 0.3 -0.9
H -1.971 4.784 -2.004 0.0 -0.1 0.1
H -0.195 -0.358 -1.832 -0.2 -0.1 -0.1
C 0.880 -3.523 1.339 -0.5 -0.3 -0.3
C -0.601 -1.470 1.019 -0.7 -0.7 0.0
H -0.125 4.103 -4.905 0.0 0.1 0.1
H 0.414 -4.451 1.008 0.0 -0.2 0.0
C -1.349 3.199 -3.381 -0.1 0.1 -0.3
O -1.103 -0.667 -1.924 -0.3 -0.4 0.2
H -0.801 8.257 -8.390 0.1 0.0 0.1
C 1.791 6.208 9.915 0.3 0.0 0.0
C -3.811 -2.561 0.522 -0.5 0.6 -0.8
H -1.839 4.541 -4.987 0.0 0.0 0.1
H 0.238 -0.800 0.839 0.2 0.0 -0.1
H 3.231 -0.224 7.582 0.0 0.1 0.0
O -0.893 6.563 -6.252 -0.1 0.1 -0.1
H -2.842 7.660 -9.733 0.0 0.0 0.0
H 0.713 -4.280 -3.110 0.3 0.2 -0.1
C 2.768 -0.925 6.889 0.0 -0.3 -0.1
```
Forces are in eV/Å.

- largest force on an atom (eV/A) = 2.0
- total charge = -1
- HOMO (Ha) = -0.1621

=====

(3)
Entry from OMol25: a structure of composition C2H7FN2 at a distorted geometry (ωB97M-V/def2-TZVPD).

The geometry in XYZ format:
```
12
Properties=species:S:1:pos:R:3:forces:R:3
H 1.555 -0.380 1.835 -0.1 -0.4 -0.5
N 1.632 -0.405 0.807 -3.3 1.0 -1.6
H 1.366 -1.359 0.444 0.5 1.1 1.0
H 0.455 1.136 -1.755 -0.7 -1.5 1.8
H -1.071 -0.102 1.889 0.8 -1.0 0.4
H -2.105 0.015 0.738 -1.1 0.6 -1.6
H -0.393 -0.426 -1.636 0.7 1.9 1.1
F 0.011 1.717 0.613 0.4 0.2 0.9
H -1.064 -1.425 0.559 0.0 0.9 0.6
N -0.077 0.457 -1.134 0.0 -1.1 -5.0
C -1.111 -0.340 0.826 0.2 -1.2 1.6
C -0.022 0.430 0.199 2.5 -0.7 1.2
```
Forces are in eV/Å.

- largest force on an atom (eV/A) = 5.1
- ΔE to the lowest compared entry with this formula, charge and spin (kcal/mol) = 56.02
- total charge = 0
- HOMO (Ha) = -0.3243

=====

(4)
Entry from OMol25: a structure of composition C35H40CrN6P2S (ωB97M-V/def2-TZVPD).

The geometry in XYZ format:
```
85
Properties=species:S:1:pos:R:3:forces:R:3
C -2.558 1.195 2.592 0.0 0.0 0.0
C -0.947 -1.444 -5.541 0.0 0.0 0.0
H 2.083 2.898 -3.872 0.0 0.0 0.0
C -3.168 -0.169 2.310 0.0 0.0 0.1
H 0.085 -5.006 1.150 0.0 0.0 0.0
H -4.731 -3.091 -0.460 0.0 0.0 0.0
N -2.226 -0.933 1.463 0.1 -0.1 0.0
C 1.151 1.974 2.375 -0.1 0.0 -0.1
P 1.061 0.145 2.346 0.0 0.0 0.0
C 2.803 -0.607 -2.417 0.0 0.0 0.0
C 0.463 -2.866 -2.039 0.0 0.0 0.0
H 0.178 4.506 4.421 0.0 0.0 0.0
C -0.608 -0.317 -4.793 0.0 0.0 0.1
H 0.368 2.054 4.382 0.0 0.0 0.0
C 4.567 -1.161 4.998 0.0 0.0 0.0
C -2.359 -2.169 -3.774 0.1 0.0 0.1
H 3.964 1.554 -4.745 0.0 0.0 0.0
N -2.010 1.805 1.349 0.2 0.0 0.1
C -1.141 -0.112 -3.533 -0.1 0.0 0.0
H -1.042 2.055 1.556 -0.1 0.0 0.0
C -3.395 -2.061 -1.578 0.0 0.1 0.0
C 1.484 1.403 -2.456 0.1 0.0 0.1
C 2.448 -0.334 3.405 0.0 0.0 0.0
H -3.289 1.856 3.061 0.0 0.0 0.0
C 0.655 2.628 3.507 0.0 0.0 0.0
C 2.307 -1.439 4.239 0.0 0.0 0.0
H -3.402 3.406 1.575 0.0 0.0 0.0
C 0.178 -4.407 0.254 0.0 -0.1 0.0
H -4.216 2.131 -0.366 0.0 0.0 0.0
C 4.715 -0.052 4.171 0.0 -0.1 0.0
C 0.563 -2.260 -0.789 0.0 0.0 0.0
N 1.684 -0.266 0.799 0.1 0.0 0.1
C 0.922 4.759 2.423 0.0 0.0 0.0
H 3.254 -2.709 5.685 0.0 0.0 0.0
C 3.601 -0.098 -3.431 0.0 0.0 0.0
C 1.537 2.734 1.272 0.0 0.0 0.0
H 3.010 -1.591 -2.014 0.0 0.0 0.0
N -4.133 -2.276 -0.439 -0.1 0.0 0.0
C -1.827 -2.385 -5.036 0.0 0.0 -0.1
H 5.391 -1.480 5.621 0.0 0.0 0.0
C 0.546 4.010 3.532 0.0 0.0 0.0
H -3.387 -0.680 3.250 0.0 0.0 0.0
H -1.330 -1.037 1.951 -0.1 -0.1 0.0
N -2.617 -1.017 -1.735 -0.1 -0.1 0.1
C 3.367 -1.853 5.034 0.0 0.0 0.0
C -2.676 3.040 0.849 0.0 0.0 -0.1
H -2.791 1.864 -2.272 0.0 0.0 0.0
C 0.235 -4.233 -2.139 0.0 0.0 0.0
H 4.431 -0.679 -3.810 0.0 0.0 0.0
C 3.340 1.160 -3.955 0.0 0.0 0.0
H -4.629 -1.460 -0.106 0.0 0.0 0.0
N -2.379 2.064 -1.364 0.0 0.0 0.0
Cr -1.902 0.319 -0.201 0.1 0.0 -0.3
C 0.418 -3.046 0.358 0.0 0.0 0.0
H -2.591 -1.853 1.227 0.1 0.0 0.1
H 5.652 0.488 4.153 0.0 0.0 0.0
H 2.669 -0.502 0.745 0.0 0.0 -0.1
H -2.091 -3.260 -5.615 0.0 0.0 0.0
H 0.576 -2.280 -2.943 0.0 0.0 0.0
C -2.026 -1.049 -3.010 0.0 0.0 -0.1
H 1.367 -1.978 4.271 0.0 0.0 0.0
H -0.839 0.752 -2.959 -0.1 -0.1 -0.1
S -3.456 -3.181 -2.887 0.0 0.0 0.0
H -1.914 3.814 0.737 0.0 0.0 0.0
P 0.705 -0.459 -0.562 -0.2 0.0 0.1
H -3.691 3.712 -0.941 0.0 0.0 0.0
C 0.086 -5.004 -0.997 0.0 0.0 0.0
H 3.767 1.241 2.752 0.0 0.0 0.0
H -4.111 -0.064 1.767 0.0 0.0 0.0
C 2.282 1.915 -3.466 0.0 0.0 0.0
C -3.346 2.780 -0.492 0.0 0.0 0.0
H 0.183 -4.695 -3.116 0.0 0.0 0.0
H 1.958 2.243 0.403 0.0 0.0 -0.1
H -1.575 2.664 -1.538 -0.1 0.0 -0.1
H -0.087 -6.068 -1.079 0.0 0.0 0.0
H -0.522 -1.585 -6.525 0.0 0.0 0.0
C 1.733 0.138 -1.923 0.1 0.0 -0.1
H 0.842 5.838 2.445 0.0 0.0 0.0
H 1.752 4.702 0.446 0.0 0.0 0.0
H 0.087 0.407 -5.198 0.0 0.0 0.0
C 1.424 4.120 1.298 0.0 0.0 0.0
H -1.732 1.077 3.293 0.0 0.0 0.0
C 3.659 0.364 3.380 0.0 0.0 0.0
H 0.527 -2.601 1.342 0.0 0.0 0.0
H 0.663 1.999 -2.067 0.1 0.0 0.0
```
Forces are in eV/Å.

- largest force on an atom (eV/A) = 0.3
- spin multiplicity = 5
- total charge = +2
- HOMO (alpha / beta) (Ha) = -0.4846 / -0.4888
- expectation value of S² = 6.02

=====

(5)
Entry from OMol25: a structure of composition C18H45F4Li2N2O20P3S4 at a distorted geometry (ωB97M-V/def2-TZVPD).

The geometry in XYZ format:
```
98
Properties=species:S:1:pos:R:3:forces:R:3
O -8.563 -12.966 14.526 -1.7 -0.1 1.4
O -13.760 -17.732 17.285 -1.2 2.2 -1.0
O -11.168 -12.777 14.463 2.3 -0.8 2.7
S -10.040 -16.127 20.683 -2.2 -1.9 4.5
O -9.674 -10.989 15.545 -1.2 -2.6 -0.5
O -9.707 -17.403 20.065 0.0 2.7 0.4
H -16.081 -15.028 15.942 -0.3 -0.2 -0.3
C -12.135 -12.834 12.250 0.3 0.5 0.1
H -11.464 -13.582 11.827 -0.2 -0.3 0.5
P -11.870 -18.241 12.239 -0.1 -0.8 0.1
H -11.366 -19.318 17.102 -0.2 0.7 -0.8
H -14.286 -17.216 10.006 -0.4 0.2 0.5
C -16.307 -15.073 20.324 0.6 0.3 0.4
O -12.536 -15.548 18.131 -1.2 -0.9 -0.7
H -13.741 -20.324 12.886 0.1 0.6 -0.3
H -15.690 -17.107 19.969 -0.1 -0.4 -0.2
H -13.177 -14.904 9.681 -0.3 -0.5 -0.4
O -15.164 -15.933 18.361 1.5 -0.9 -0.3
F -12.722 -10.762 19.082 0.8 0.9 0.8
C -15.144 -15.523 13.979 -1.8 0.3 -0.9
C -6.888 -14.460 13.767 0.1 0.3 -0.7
O -11.232 -19.210 11.308 -0.7 1.6 1.3
H -14.713 -19.486 14.949 0.1 0.1 0.3
H -6.415 -13.700 13.145 0.2 0.3 0.4
S -13.030 -12.206 19.562 -1.7 3.1 -4.1
C -11.344 -16.105 13.707 -1.3 1.1 1.5
F -11.613 -16.123 20.629 0.0 0.3 -0.4
H -15.302 -14.512 13.602 0.4 0.3 0.5
H -14.235 -15.928 13.536 0.0 -0.1 0.7
H -11.047 -17.673 17.864 -0.5 -0.1 -0.1
H -15.945 -16.053 13.463 -0.1 -0.2 -0.1
H -12.357 -20.988 13.667 0.5 0.4 0.1
C -11.607 -18.608 17.893 1.0 -1.6 0.6
C -13.311 -17.015 10.450 -0.4 1.3 -2.3
C -8.381 -10.517 15.817 1.3 1.3 0.2
C -7.577 -13.903 15.031 0.5 -1.4 -1.3
H -13.382 -18.263 19.133 0.5 0.0 0.7
S -8.390 -15.070 19.305 7.4 -0.1 -4.2
H -12.419 -16.148 13.883 0.0 -0.4 0.2
H -12.180 -11.247 13.667 0.4 0.4 -0.1
S -12.933 -12.974 21.783 -3.9 -3.7 9.8
H -14.247 -16.099 20.249 -0.3 0.5 0.1
O -13.250 -17.580 11.716 0.7 -1.3 1.5
F -7.837 -13.640 18.785 -0.8 0.0 0.7
C -15.392 -15.738 15.485 -1.0 0.1 -3.1
H -12.355 -12.234 11.367 -0.1 0.5 0.2
H -11.208 -15.059 13.435 0.3 -0.2 -0.6
H -14.329 -21.211 14.882 -0.3 -0.1 0.7
H -10.911 -15.654 15.782 0.1 0.4 -0.2
C -15.252 -16.119 19.828 -1.0 0.6 -0.5
H -8.175 -8.681 14.739 -0.1 0.2 0.1
H -9.500 -8.694 15.945 0.2 0.1 0.1
O -10.977 -16.974 12.681 0.3 -1.6 -1.1
H -13.286 -20.148 15.899 -0.2 0.0 -0.1
C -13.050 -20.148 13.710 -0.6 0.5 0.9
O -13.674 -12.096 22.702 1.6 -1.7 -2.6
P -9.861 -12.592 15.436 0.1 1.3 -2.6
H -13.540 -19.597 18.012 0.1 0.1 -0.2
C -13.099 -18.608 18.139 -0.2 -0.3 0.8
C -8.483 -9.020 15.728 0.4 0.3 0.5
H -7.796 -8.647 16.487 -0.1 0.6 -0.2
O -12.380 -18.839 13.666 0.1 -0.4 -1.1
H -11.934 -15.403 10.716 -0.2 0.1 0.7
H -7.596 -14.881 13.052 -0.7 0.0 0.4
O -14.474 -12.074 19.787 2.9 -1.2 0.6
H -12.686 -17.509 9.705 0.7 -0.1 0.4
Li -11.001 -14.099 18.220 -0.6 0.0 -1.2
H -10.572 -11.570 12.853 0.2 0.3 0.6
N -9.850 -14.633 19.692 -0.2 -2.9 2.6
H -11.215 -19.218 18.707 0.1 0.4 0.6
O -12.627 -12.875 18.329 0.5 -0.9 2.1
C -13.008 -15.515 10.568 0.0 -0.3 -0.7
O -9.987 -13.308 16.714 -0.4 -0.3 0.1
C -10.535 -16.289 14.980 -0.1 -0.2 -0.4
H -9.541 -15.971 14.666 0.3 -0.3 0.7
H -7.591 -10.793 15.119 -0.5 -0.7 -0.4
H -13.096 -13.209 12.603 0.2 -0.4 0.0
Li -10.079 -12.985 20.706 0.2 0.2 0.6
C -11.451 -11.989 13.342 -1.1 0.3 -2.1
H -8.006 -10.831 16.792 -0.4 -0.2 0.3
H -15.811 -14.102 20.329 -0.2 0.0 -0.1
H -6.173 -15.276 13.865 0.1 0.2 0.8
H -15.753 -16.767 15.483 0.2 -0.1 1.1
O -9.798 -15.930 22.129 0.0 0.2 -4.1
H -13.666 -15.077 11.318 0.5 0.0 0.3
H -8.044 -14.772 15.495 -0.3 0.4 0.4
H -17.263 -15.017 19.803 0.4 -0.3 -0.7
O -14.137 -15.522 16.022 2.9 -1.3 5.0
H -16.654 -15.259 21.340 0.7 -0.4 0.2
H -10.550 -17.299 15.390 0.2 -0.1 -0.4
C -13.904 -20.215 15.004 0.7 -0.4 -1.7
N -11.913 -12.311 20.904 -0.7 1.7 -6.0
P -13.760 -16.089 17.512 -0.3 1.3 -1.6
F -11.837 -13.696 22.712 0.4 0.7 0.3
O -7.424 -15.396 20.371 -3.0 0.6 -1.6
O -13.568 -14.203 21.327 0.1 1.6 -0.9
H -6.928 -13.423 15.764 0.1 0.1 -0.2
O -8.314 -15.830 18.056 -0.8 0.9 2.3
```
Forces are in eV/Å.

- largest force on an atom (eV/A) = 11.1
- spin multiplicity = 2
- total charge = +1
- HOMO (alpha / beta) (Ha) = -0.4712 / -0.4712
- expectation value of S² = 0.76

=====

(6)
Entry from OMol25: an isolated molecule of C4H5NO2 at a distorted geometry (ωB97M-V/def2-TZVPD).

The geometry in XYZ format:
```
12
Properties=species:S:1:pos:R:3:forces:R:3
C 0.634 -1.261 0.263 -3.4 3.5 0.3
C -0.693 1.389 0.733 -2.3 -1.6 -0.1
H -0.776 2.417 1.061 1.0 0.8 -0.1
O -1.663 0.718 1.032 1.1 -0.3 -0.6
H -1.327 -0.936 -0.790 0.3 0.1 -0.1
C 0.600 1.105 -0.206 -2.9 -0.1 1.9
H 0.066 -1.580 -1.864 -0.3 -1.6 -1.0
H 0.048 -0.701 1.222 1.9 -2.3 -2.6
H 1.404 -1.947 0.495 0.7 -0.5 -0.2
O 1.107 2.187 -0.184 2.4 -0.4 -1.8
N 0.891 -0.163 -0.817 -0.6 0.3 1.9
C -0.293 -1.228 -0.946 2.2 2.1 2.1
```
Forces are in eV/Å.

- largest force on an atom (eV/A) = 4.9
- SMILES = O=CC(=O)N1CC1
- ΔE to the lowest compared entry with this formula, charge and spin (kcal/mol) = 93.51
- total charge = 0
- HOMO (Ha) = -0.3473